[1]
Molecular formula: C5H10NO2P
Method: DFT, ωB97M-V with the def2-TZVPD basis set

Computed properties:
SMILES: CP(C)OC1=NCCO1
E_LUMO: 1.028 eV
2S+1: 1
HOMO energy: -8.90 eV

Each line ends with the Mulliken charge.
Positions of all 19 atoms, in Å:
C 0.9948 0.4510 0.3754  0.576
C 1.5639 1.1616 2.3365  -0.499
C 2.9072 0.9094 1.4267  -0.365
C -1.1723 -0.4407 -2.7868  -0.936
C -2.2947 -0.3974 -0.1797  -1.006
N 0.5316 0.7674 1.4649  -0.408
O 0.3266 0.0840 -0.6896  -0.234
O 2.3818 0.3096 0.2651  -0.385
P -1.2065 0.5837 -1.3064  0.063
H 1.5847 0.4167 3.0422  0.385
H 1.5438 2.1962 2.5280  0.313
H 3.3192 1.8746 1.0902  0.234
H 3.5603 0.2505 1.8604  0.282
H -1.4085 -1.4254 -2.8303  0.421
H -0.1011 -0.4128 -3.1066  0.256
H -1.7767 0.1739 -3.5036  0.310
H -2.1704 -1.4626 -0.3985  0.324
H -3.3142 -0.2291 -0.7695  0.300
H -2.4909 -0.0529 0.7765  0.371

***

[2]
Molecular formula: C5H10NO3
Method: DFT, ωB97M-V with the def2-TZVPD basis set

Computed properties:
E_LUMO: 3.894 eV
2S+1: 1
net charge: -1
HOMO energy: -4.68 eV

Each line ends with the Mulliken charge.
Positions of all 19 atoms, in Å:
C -1.7522 -0.1963 0.8047  -0.122
C -1.5059 -1.4271 -0.0188  -1.076
C -0.8632 -0.3498 2.0520  0.370
O -1.2527 -1.0175 2.9993  -0.676
N 0.3621 0.2761 2.0209  -0.439
H -1.4053 0.6883 0.2113  0.138
H -2.8156 -0.2342 0.9733  0.354
H -1.7143 -2.4506 0.3615  0.344
H 1.0915 0.0912 2.6418  0.235
H 0.7422 0.5500 1.0973  0.478
H -0.5154 -1.4821 -0.5035  0.228
H -2.1937 -1.4812 -0.8945  0.300
C 0.6525 1.5322 -2.7702  -0.869
C 1.3588 0.5939 -1.8016  0.447
O 0.8448 0.6357 -0.6654  -0.746
O 2.3350 -0.0839 -2.1672  -0.727
H -0.4198 1.2107 -2.7547  0.180
H 0.8426 1.4182 -3.8113  0.375
H 0.6318 2.5837 -2.4403  0.207

***

[3]
Molecular formula: C5H10NO4P
Method: DFT, ωB97M-V with the def2-TZVPD basis set

Computed properties:
E_LUMO: 0.475 eV
2S+1: 1
HOMO energy: -9.58 eV

Each line ends with the Mulliken charge.
Positions of all 21 atoms, in Å:
C -2.6645 0.4422 0.1762  0.507
C -0.7132 2.6578 -0.4309  -1.005
C -1.1949 -2.7325 -0.5268  -1.281
C -2.4960 -0.7942 0.1239  -0.132
C -2.4291 -2.0652 -0.0894  0.523
N 4.1307 0.4346 0.6384  -0.653
O -3.1249 1.3018 -0.8058  -0.397
O -2.3471 1.3878 1.2053  -0.429
O -3.2781 3.7950 0.1410  -0.704
O -3.5156 -2.8723 -0.0083  -0.501
P -2.5375 2.5397 0.0299  1.097
H -0.2592 1.8540 0.1258  0.324
H -0.6013 2.4207 -1.5339  0.301
H -0.3316 3.5608 -0.1403  0.389
H -0.4977 -2.0290 -0.7857  0.361
H -0.7018 -3.3786 0.2852  0.283
H -1.1689 -3.5723 -1.2779  0.334
H 3.6468 0.9179 -0.0815  0.211
H 4.4695 1.1949 1.1989  0.213
H 5.0023 -0.1151 0.3345  0.230
H -4.3735 -2.4472 0.0566  0.326

***

[4]
Molecular formula: C5H10NO4S
Method: DFT, ωB97M-V with the def2-TZVPD basis set

Computed properties:
E_LUMO: 3.123 eV
2S+1: 1
net charge: -1
HOMO energy: -3.43 eV

Each line ends with the Mulliken charge.
Positions of all 21 atoms, in Å:
C 2.4897 -0.1831 -0.1373  0.597
C -0.4338 1.0205 1.3812  -1.498
C -0.4010 1.3539 -1.1052  -1.233
C 1.2475 -1.1134 -0.3282  -0.138
C -0.5230 0.4714 0.0482  0.745
N 1.2930 -2.0644 0.6204  -0.365
O 2.8511 -0.2472 1.0500  -0.758
O -3.0859 0.0128 0.7308  -0.654
O 2.9323 0.5061 -1.0501  -0.715
O -2.2165 -0.8348 -1.5610  -0.481
S -1.9370 -0.7361 0.1131  0.476
H -0.7090 0.1741 2.1184  0.311
H -1.2505 1.7458 1.5739  0.338
H 0.5564 1.3490 1.7122  0.332
H -0.7843 0.8490 -2.0946  0.232
H -1.0541 2.2276 -0.9221  0.386
H 0.6752 1.6475 -1.0820  0.300
H 0.9375 -1.1624 -1.4094  0.323
H 1.8438 -1.6428 1.3435  0.268
H 0.6382 -2.8531 0.5665  0.252
H -3.0696 -0.5201 -1.5684  0.280

***

[5]
Molecular formula: C5H10NO8
Method: DFT, ωB97M-V with the def2-TZVPD basis set

Computed properties:
expectation value of S²: 0.754
E_LUMO (spin up / spin down): 0.121 / -1.104 eV
2S+1: 2
HOMO energy (spin up / spin down): -10.49 / -10.50 eV

Each line ends with the Löwdin spin population.
Positions of all 24 atoms, in Å:
H 0.1613 -3.5378 -1.3814  0.000
O 0.9627 -3.0864 -1.0825  0.001
O 0.4737 -2.0900 -0.1046  0.000
C 1.4550 -1.0893 0.1005  0.000
C 0.8628 0.0726 0.8912  0.000
C 1.9352 -0.6209 -1.2796  0.000
O 3.0432 0.2146 -1.2187  0.000
N 2.6520 1.5167 -1.3165  0.000
O 3.5115 2.3953 -1.3606  0.000
O 1.4505 1.7839 -1.3523  0.000
C 2.6106 -1.7262 0.9082  -0.002
C 3.3812 -2.7769 0.1278  0.011
O 4.2580 -3.4846 0.9653  0.297
O 4.8599 -4.4690 0.2737  0.680
O 3.4806 -0.7394 1.4123  0.001
H 1.6214 0.8380 1.0598  0.000
H 0.0304 0.5235 0.3519  0.000
H 0.4992 -0.2795 1.8551  0.000
H 2.2248 -1.4921 -1.8773  0.000
H 1.1322 -0.1022 -1.8136  0.000
H 2.1597 -2.2123 1.7870  0.000
H 2.7088 -3.5230 -0.3110  0.005
H 4.0010 -2.3267 -0.6545  0.006
H 4.3264 -1.1505 1.6786  0.000